This record from OMol25 describes a molecular structure, C19H15F3MgN3O4 in a non-equilibrium geometry. The level of theory is ωB97M-V/def2-TZVPD.

Its total charge is -2. The calculation puts the strongest force on any atom at 2.8 eV Å⁻¹. Its expectation value of S² is 0.754. For the HOMO energy (spin up / spin down), the calculation gives 0.56 / 0.55 eV. The value obtained for the HOMO-LUMO gap (spin up / spin down) is 0.1421 / 0.1423 Eh. As for the multiplicity: 2.

Atoms and positions in Å:
Mg (-0.014, 0.033, -0.115)
O (3.385, 4.363, 5.103)
C (2.574, 3.383, 5.605)
O (2.474, 3.312, 6.803)
C (1.920, 2.523, 4.641)
C (1.153, 1.457, 5.115)
C (0.505, 0.613, 4.272)
C (0.586, 0.788, 2.846)
C (1.375, 1.887, 2.371)
C (2.003, 2.710, 3.226)
N (0.002, 0.024, 1.973)
C (-0.798, -1.031, 2.348)
C (-1.411, -1.850, 1.445)
C (-2.227, -2.944, 1.913)
C (-2.824, -3.750, 1.016)
C (-2.639, -3.513, -0.379)
C (-1.848, -2.453, -0.764)
N (-1.243, -1.631, 0.072)
H (3.441, 4.309, 4.156)
H (1.074, 1.304, 6.176)
H (-0.073, -0.193, 4.702)
H (1.450, 2.047, 1.314)
H (2.568, 3.530, 2.782)
H (-0.991, -1.281, 3.384)
H (-2.356, -3.112, 2.973)
H (-3.441, -4.577, 1.354)
H (-3.104, -4.142, -1.124)
H (-1.684, -2.238, -1.810)
O (2.057, -0.038, -0.114)
N (2.430, -1.257, -0.021)
C (2.770, -1.969, -1.103)
C (3.157, -3.237, -0.974)
C (3.219, -3.854, 0.292)
C (2.867, -3.098, 1.395)
C (2.476, -1.799, 1.207)
H (2.704, -1.459, -2.037)
H (3.419, -3.769, -1.880)
H (3.529, -4.885, 0.420)
H (2.897, -3.526, 2.386)
H (2.180, -1.131, 2.002)
F (0.542, 0.989, -3.089)
C (-0.092, -0.039, -2.393)
F (0.456, -1.166, -3.099)
F (-1.358, -0.007, -3.000)
O (-1.041, 1.582, -0.140)

Here are the Mulliken charges for atoms 1 to 2, given in e: atom 1 (Mg): 0.996, atom 2 (O): -0.553